Record 1
Computed, not measured: C32H25BF4N4O5Se2Ti as an isolated structure at a distorted geometry, with the ωB97M-V functional and the def2-TZVPD basis.

XYZ file:
```
74
Properties=species:S:1:pos:R:3:mulliken_charge:R:1
Se -3.58028 -1.53461 -0.62697 -0.055
Se -2.51100 -1.11857 1.36712 0.015
Ti 0.49146 -0.27799 -0.12217 -0.122
F 0.48572 3.85565 -1.01789 -0.270
F 0.00799 1.56040 -0.84749 -0.109
F 1.97473 2.43286 0.01025 -0.298
F 1.66858 2.36280 -2.27876 -0.379
O -0.21021 2.64066 1.88165 -0.514
O -1.44090 -4.20888 -1.39722 -0.477
O 0.05056 -2.03228 -0.43789 1.030
O 2.14019 -0.17346 -1.00206 -0.262
O 0.10482 0.43604 1.51139 0.301
N 3.10850 -0.71550 1.00026 -1.201
N 1.87373 -1.33616 1.05109 1.131
N -3.07043 1.50313 0.53382 -0.067
N -1.25523 -0.36368 -1.93954 0.985
C -1.05981 -5.29763 0.64656 -0.659
C -1.36574 0.44415 -4.19876 -0.900
C 2.53009 2.41719 5.09995 -0.711
C 5.38782 0.86727 0.41563 -0.428
C 6.52366 1.55994 0.03579 -0.739
C -3.30613 2.80053 0.71786 -0.324
C -0.06275 -3.14651 0.28816 1.090
C -3.34210 -0.27852 -3.08367 -0.847
C -2.56440 -0.58704 -1.97124 0.017
C 4.52197 1.07464 -1.82713 -0.107
C -0.67964 -3.79198 -2.53304 -0.602
C -2.99601 0.74518 1.60962 0.508
C -3.17141 1.20220 2.90683 -0.730
C -3.47871 3.37416 1.96999 -0.619
C 4.38820 0.62064 -0.52164 0.483
C 1.19678 0.20193 4.08578 -0.041
C 0.27699 1.60446 2.21366 -0.318
C 2.62004 1.19146 5.74954 -0.430
C 5.66574 1.76367 -2.20433 -0.921
C 6.66603 2.00592 -1.27463 -0.352
C -0.48055 -5.37828 1.91280 -0.822
C -0.67964 0.14715 -3.04229 -0.382
C 0.59834 -3.27318 1.51880 0.629
C -3.41316 2.55519 3.08332 -0.340
C 1.94749 0.08511 5.24698 -0.772
C 0.38211 -4.38808 2.33200 -0.948
C -0.83002 -4.21848 -0.18972 -0.099
C 1.76284 2.54019 3.95210 -0.403
C -2.73493 0.23792 -4.21030 -0.526
C 3.17293 -0.11613 -0.14386 0.818
C 1.10206 1.42946 3.44196 0.291
C 1.70607 -2.36680 1.77835 -0.861
B 1.10877 2.64906 -1.05073 0.153
H -0.67635 -6.23731 2.53978 0.417
H 7.29904 1.76009 0.76366 0.393
H 1.67400 3.48404 3.43044 0.496
H 2.01222 -0.86711 5.75817 0.429
H 0.35881 -3.59952 -2.27054 0.279
H -3.33160 3.40858 -0.17797 0.389
H 7.55642 2.54823 -1.56687 0.391
H -1.70334 -6.08533 0.27646 0.476
H 5.25980 0.52120 1.43232 0.484
H 3.21413 1.09924 6.65015 0.401
H 0.90710 -4.46702 3.27639 0.467
H -0.72588 -4.59309 -3.26994 0.344
H -3.32609 0.49131 -5.08119 0.401
H 0.38387 0.34647 -2.98123 0.376
H -1.11809 -2.88486 -2.94722 0.110
H -3.12059 0.52354 3.74828 0.431
H 2.48945 -2.64412 2.48110 0.409
H 5.76716 2.12391 -3.21972 0.400
H -0.84122 0.85181 -5.05076 0.508
H 3.71788 0.90907 -2.52993 0.370
H -4.41107 -0.44094 -3.04968 0.492
H -3.64720 4.43790 2.06334 0.403
H -3.54749 2.95945 4.07868 0.416
H 0.66995 -0.65270 3.68136 0.481
H 3.05870 3.27704 5.49066 0.418
```

Properties
largest force on an atom	1.0	eV/A
frontier orbital gap	7.99	eV
net charge	0
lowest unoccupied orbital energy	-0.6	eV
spin multiplicity	1
ΔE to the lowest compared entry with this formula, charge and spin	1.399	eV

---

Record 2
Computed, not measured: C32H25BrN3O6Tm as an isolated structure at a distorted geometry, with the ωB97M-V functional and the def2-TZVPD basis.

XYZ file:
```
68
Properties=species:S:1:pos:R:3:mulliken_charge:R:1
Tm -0.36546 0.10046 -0.72334 0.635
Br 0.46805 -2.36787 1.21151 -0.128
O -1.35690 0.79961 -2.39532 -0.480
O 1.30468 1.31755 -1.26139 -0.940
O -4.36609 -1.42426 0.21535 -0.698
O -0.35804 -1.90168 -1.83116 -0.901
O -1.79876 1.37452 0.27099 -0.409
O -0.18789 3.58723 -1.56143 -0.544
N 1.34761 1.83080 1.01668 -0.227
N 1.12908 0.52391 1.29505 -0.244
N -2.18670 -1.40631 -0.60431 0.227
C 2.24472 -0.51877 5.39968 -0.388
C 2.51387 0.04898 6.63915 -0.566
C -3.50155 -1.87374 -0.49205 -0.073
C -2.43804 -3.20853 -2.08462 0.251
C -4.51825 -4.88335 -2.65690 -0.452
C -2.33864 1.62785 -2.60744 0.738
C 0.83882 -1.35116 2.73627 0.410
C 0.31546 -1.60982 6.31682 -0.447
C 1.67785 -0.20573 7.71741 -0.433
C -3.14445 2.14288 -1.54214 1.105
C -2.22389 -4.18536 -3.03132 -0.422
C -4.50636 3.32264 -3.17482 -0.862
C 0.86812 5.64294 -1.10490 -0.544
C 3.06518 4.31236 -0.07532 -0.578
C -3.69450 2.83101 -4.21232 -0.439
C -2.64062 1.99749 -3.93534 -0.764
C 0.57905 -1.04146 7.55350 -0.499
C 1.97786 3.57091 -0.51724 0.494
C 1.98276 2.06835 -0.32272 0.337
C -2.87809 1.87585 -0.12907 1.448
C -3.64392 -3.05534 -1.43796 0.124
C 1.12270 0.07651 2.48157 -0.237
C -3.29564 -5.03367 -3.31151 -0.548
C -4.22747 2.96710 -1.86561 -1.193
C 3.07045 5.70275 -0.11906 -0.796
C 1.13574 -1.34043 5.22243 0.392
C -1.55679 -2.14193 -1.52369 0.768
C 0.88168 4.25739 -1.05852 0.101
C -4.71187 -3.88081 -1.70296 -0.452
C 0.82071 -1.96437 3.91017 -0.962
C -3.90884 2.18319 0.91543 -2.065
C 1.95792 6.35968 -0.62767 -0.351
H 1.31461 0.72333 3.33712 0.572
H 0.00420 6.14110 -1.52799 0.445
H -0.54210 -2.26172 6.19089 0.427
H 3.92897 6.26099 0.22843 0.391
H -3.90577 3.10506 -5.23847 0.400
H 3.02770 1.75118 -0.23969 0.335
H -2.00938 1.59699 -4.71784 0.474
H 3.38333 0.68221 6.76284 0.380
H -5.34085 3.97500 -3.39369 0.403
H -5.65866 -3.75199 -1.19309 0.486
H -4.86779 1.72552 0.66115 0.423
H -3.18116 -5.82000 -4.04706 0.413
H -0.07436 -1.25469 8.39014 0.373
H -5.33090 -5.55755 -2.89708 0.390
H -4.85068 3.35149 -1.07120 0.379
H -1.26951 -4.28741 -3.53306 0.511
H -4.06015 3.26321 1.01211 0.463
H 0.12896 2.66928 -1.68488 0.483
H 2.91938 -0.34614 4.56834 0.573
H 1.88483 0.23540 8.68409 0.381
H 3.92912 3.78129 0.31526 0.347
H 1.68414 2.42692 1.76692 0.379
H -3.55625 1.78541 1.86113 0.358
H 1.94246 7.44244 -0.67071 0.379
H 0.52625 -3.00850 3.92923 0.443
```

Properties
largest force on an atom	1.4	eV/A
frontier orbital gap (spin up / spin down)	7.70 / 7.70	eV
net charge	0
expectation value of S²	2.002
lowest unoccupied orbital energy (spin up / spin down)	-0.3 / -0.3	eV
spin multiplicity	3
ΔE to the lowest compared entry with this formula, charge and spin	0.000	eV